The following is a quantum chemistry calculation of a gas-phase ion, C6H13N2S (charge +1), from OMol25.

Geometry as ORCA input:
```
! RIJCOSX wB97M-V def2-TZVPD def2/J DEFGRID3
* xyz 1 1
H -3.22 -1.34 0.68
H -1.50 0.05 -1.21
H 3.29 -0.09 -1.26
H 3.64 0.04 1.16
S -1.30 1.71 0.59
N 0.68 -0.40 0.26
H -0.82 -1.86 -0.26
H 1.27 -0.96 -1.62
C 1.47 -0.25 1.27
C -0.66 -0.95 0.32
H 0.47 0.65 -1.47
H 2.70 1.63 -1.09
H -2.32 1.60 1.63
H 2.46 1.28 1.25
C 1.21 -0.01 -1.03
H -0.62 -1.11 1.46
C -3.17 -0.45 0.00
H -3.88 0.30 0.38
N 2.73 0.43 0.78
C 2.59 0.50 -0.74
C -1.71 0.05 -0.15
H -3.31 -0.83 -0.99
*
```

Properties
LUMO level ... -3.22 eV
Calculated total energy ... -743.75587 Ha
HOMO energy ... -12.623 eV
Energy relative to the best compared isomer or geometry (same formula, charge and spin) ... 371.7 kJ/mol

Mulliken atomic charge list, values in e, 8 entries: number 1, H, carries 0.315; number 2, H, carries 0.295; number 3, H, carries 0.319; number 4, H, carries 0.374; number 5, S, carries -0.200; number 6, N, carries 0.344; number 7, H, carries 0.259; number 8, H, carries 0.290